The molecule C3H4F2O in a non-equilibrium geometry. Source: the OMol25 dataset; level of theory: wB97M-V/def2-TZVPD.

## Properties
E_HOMO: -10.6 eV
orbital gap: 0.3989 Eh
multiplicity: 1
DFT total energy: -391.63044 a.u.
relative energy (zero: lowest compared OMol25 entry of this formula, charge and spin): 1.152 eV
total charge: 0
structure (SMILES): O=C[C@H](F)CF

Geometry as XYZ:
```
10
Properties=species:S:1:pos:R:3:forces:R:3
C 0.06582 -1.48954 0.53783 -1.66 1.14 1.30
C 0.49843 -0.03638 -0.03354 1.05 -1.24 -1.96
C -0.54636 1.01157 -0.44455 -0.81 -1.40 -0.88
O -0.85204 -2.25391 0.26736 2.52 2.00 -0.04
F 1.28189 0.53836 0.98235 -0.36 -0.61 -0.48
F -0.09932 1.85982 -1.43757 0.47 -0.09 -0.12
H 1.23398 -0.30934 -0.92877 -1.52 0.84 1.62
H 0.68652 -1.50558 1.49260 -0.34 -1.02 -0.76
H -0.77393 1.62350 0.39409 -0.18 0.39 0.92
H -1.49500 0.56150 -0.82981 0.82 0.00 0.38
```
Positions in Å, forces in eV/Å.

The molecule C3H4F2S in a non-equilibrium geometry. Source: the OMol25 dataset; level of theory: wB97M-V/def2-TZVPD.

## Properties
E_HOMO: -9.4 eV
orbital gap: 0.3079 Eh
multiplicity: 1
DFT total energy: -714.54391 a.u.
relative energy (zero: lowest compared OMol25 entry of this formula, charge and spin): 1.741 eV
total charge: 0
structure (SMILES): FCC(=S)CF

Geometry as XYZ:
```
10
Properties=species:S:1:pos:R:3:forces:R:3
C 0.13762 1.15528 0.43353 2.14 1.83 3.71
C -0.66162 0.14586 -0.13138 -3.69 -2.79 -0.18
C 0.08533 -1.08832 -0.52346 1.23 -0.74 0.20
H -0.46299 2.05270 0.97022 1.64 -1.57 -2.07
H 0.81870 0.66874 1.29949 -1.73 1.11 -1.72
H -0.51055 -1.94962 -0.26342 -0.57 -0.23 -1.02
H 0.69891 -1.12523 -1.42655 -1.43 0.27 -0.89
F 1.05155 1.36259 -0.61519 0.04 1.53 0.41
F 1.13828 -1.23877 0.35061 1.43 -0.12 1.68
S -2.29524 0.01676 -0.09385 0.93 0.70 -0.12
```
Positions in Å, forces in eV/Å.

A 2-piece molecular cluster, C3H4F3N overall in a non-equilibrium geometry. Source: the OMol25 dataset; level of theory: wB97M-V/def2-TZVPD.

## Properties
E_HOMO: -11.3 eV
orbital gap: 0.4272 Eh
multiplicity: 1
DFT total energy: -470.96885 a.u.
relative energy (zero: lowest compared OMol25 entry of this formula, charge and spin): 2.278 eV
total charge: 0

Geometry as XYZ:
```
11
Properties=species:S:1:pos:R:3:forces:R:3
C -0.13164 0.38018 0.13198 -2.06 0.02 -2.65
C 0.48692 -1.86933 -0.05669 -1.44 -0.58 -4.01
C -0.28299 1.83517 0.33022 -0.94 0.39 -1.12
N 0.47367 -0.57944 0.44413 -0.11 1.05 0.08
F -1.50501 0.21349 -1.15940 2.36 0.20 2.12
F 0.31527 2.17694 1.46112 -0.17 0.22 1.20
F 0.30725 2.57040 -0.63253 0.35 -0.31 -0.55
H 1.38437 -2.00771 -0.59150 1.38 0.20 -0.82
H -0.30780 -2.20860 -0.82673 0.71 1.09 1.67
H 0.61767 -2.50184 0.70103 -0.11 -2.81 3.13
H -1.35771 1.99074 0.19838 0.02 0.51 0.94
```
Positions in Å, forces in eV/Å.

A 2-piece molecular cluster, C3H4F3N overall in a non-equilibrium geometry. Source: the OMol25 dataset; level of theory: wB97M-V/def2-TZVPD.

## Properties
E_HOMO: -9.8 eV
orbital gap: 0.3511 Eh
multiplicity: 1
DFT total energy: -470.95375 a.u.
relative energy (zero: lowest compared OMol25 entry of this formula, charge and spin): 2.689 eV
total charge: 0

Geometry as XYZ:
```
11
Properties=species:S:1:pos:R:3:forces:R:3
C 0.04539 -0.34380 -0.01604 -1.45 -2.27 -0.22
C -0.68517 1.69936 1.05243 -2.96 3.98 0.84
C 0.92799 -0.59755 -1.16929 0.59 1.50 -0.52
N -0.38722 0.69740 0.41340 1.55 -0.23 -0.38
F -1.22523 -2.47875 1.00428 0.77 2.34 -1.29
F 1.36726 0.54543 -1.75160 -0.15 1.25 -0.50
F 2.02489 -1.19456 -0.78188 1.93 -1.39 1.53
H -1.59560 2.32817 0.72453 1.38 -1.31 0.37
H -0.21238 2.12769 1.94838 0.41 -0.84 -0.56
H -0.83521 -1.57797 0.53221 -0.49 -2.43 1.42
H 0.57528 -1.20543 -1.95642 -1.59 -0.60 -0.69
```
Positions in Å, forces in eV/Å.

A 2-piece molecular cluster, C3H4FI overall in a non-equilibrium geometry. Source: the OMol25 dataset; level of theory: wB97M-V/def2-TZVPD.

## Properties
E_HOMO (alpha / beta): -6.1 / -9.7 eV
orbital gap (alpha / beta): 0.2264 / 0.1875 Eh
multiplicity: 3
DFT total energy: -513.98263 a.u.
relative energy (zero: lowest compared OMol25 entry of this formula, charge and spin): 3.148 eV
total charge: 0

Geometry as XYZ:
```
9
Properties=species:S:1:pos:R:3:forces:R:3
C -0.51186 -0.12879 0.75119 -1.54 1.95 0.24
C -0.41988 -0.28291 -0.80759 -1.38 -4.62 2.18
C 0.71829 0.14983 0.01077 1.56 1.93 -0.71
F 0.69119 2.02489 -0.12851 -0.11 0.47 -0.06
I 2.59772 -0.59088 0.03632 0.17 -0.62 0.10
H -0.98473 0.81031 1.27838 1.07 -1.61 -1.56
H -0.51403 -0.92974 1.44362 -0.18 -1.28 -0.01
H -0.58700 -1.37954 -1.17037 0.83 1.78 0.88
H -0.98970 0.32682 -1.41382 -0.42 2.01 -1.06
```
Positions in Å, forces in eV/Å.

The molecule C3H4FIO in a non-equilibrium geometry. Source: the OMol25 dataset; level of theory: wB97M-V/def2-TZVPD.

## Properties
E_HOMO: -9.7 eV
orbital gap: 0.3637 Eh
multiplicity: 1
DFT total energy: -589.47000 a.u.
relative energy (zero: lowest compared OMol25 entry of this formula, charge and spin): 0.604 eV
total charge: 0
structure (SMILES): O=C[C@@H](F)CI

Geometry as XYZ:
```
10
Properties=species:S:1:pos:R:3:forces:R:3
C 0.75514 -1.19684 0.31147 -2.73 0.65 1.38
C -0.71529 0.68055 -0.58743 2.42 -0.11 -1.06
C 0.52727 0.30379 0.39443 -1.16 0.42 -1.34
O 1.70382 -1.67196 -0.19819 0.93 -0.96 -0.41
F 1.71156 0.97527 0.10501 -1.14 -0.18 -0.14
I -2.54432 -0.11810 0.06067 -0.32 -0.39 0.07
H -0.18912 -1.75313 0.76825 1.78 0.33 -0.81
H -0.92103 1.74529 -0.52370 0.45 0.03 -0.13
H -0.46065 0.39643 -1.66993 -0.60 0.31 1.65
H 0.13263 0.63871 1.33942 0.37 -0.12 0.80
```
Positions in Å, forces in eV/Å.

> Look up the DFT total energy of the fourth one.

-470.95375 a.u.

> The lowest relative energy (zero: lowest compared OMol25 entry of this formula, charge and spin) belongs to which entry?

C3H4FIO

Repeat the third record exactly.
A 2-piece molecular cluster, C3H4F3N overall in a non-equilibrium geometry. Source: the OMol25 dataset; level of theory: wB97M-V/def2-TZVPD.

## Properties
E_HOMO: -11.3 eV
orbital gap: 0.4272 Eh
multiplicity: 1
DFT total energy: -470.96885 a.u.
relative energy (zero: lowest compared OMol25 entry of this formula, charge and spin): 2.278 eV
total charge: 0

Geometry as XYZ:
```
11
Properties=species:S:1:pos:R:3:forces:R:3
C -0.13164 0.38018 0.13198 -2.06 0.02 -2.65
C 0.48692 -1.86933 -0.05669 -1.44 -0.58 -4.01
C -0.28299 1.83517 0.33022 -0.94 0.39 -1.12
N 0.47367 -0.57944 0.44413 -0.11 1.05 0.08
F -1.50501 0.21349 -1.15940 2.36 0.20 2.12
F 0.31527 2.17694 1.46112 -0.17 0.22 1.20
F 0.30725 2.57040 -0.63253 0.35 -0.31 -0.55
H 1.38437 -2.00771 -0.59150 1.38 0.20 -0.82
H -0.30780 -2.20860 -0.82673 0.71 1.09 1.67
H 0.61767 -2.50184 0.70103 -0.11 -2.81 3.13
H -1.35771 1.99074 0.19838 0.02 0.51 0.94
```
Positions in Å, forces in eV/Å.